Molecular formula: C34H46N5O4Ti
Method: DFT, the ωB97M-V functional and the def2-TZVPD basis

Summary:
- Strongest force on any atom: 0.059 hartree/bohr
- Energy above the lowest of the compared OMol25 structures with the same formula, charge and spin: 0.546 eV
- Expectation value of S²: 0.760
- Gap between HOMO and LUMO (spin up / spin down): 7.237 / 8.078 eV
- Energy: -2747.6078 Ha
- Multiplicity: 2
- LUMO level (spin up / spin down): -0.2 / -0.5 eV

XYZ file:
```
90
Properties=species:S:1:pos:R:3:forces:R:3
Ti -0.1191 0.1586 -0.0966 -2.080 -1.343 -1.691
C -0.5638 -0.0274 -4.5471 0.018 0.007 0.056
C 0.7302 0.1233 -3.7479 0.070 -0.066 -0.050
C 1.8047 0.8600 -4.5554 -0.062 -0.032 0.048
C 1.2759 -1.2054 -3.2610 -0.033 0.073 0.076
C 1.3876 -2.2794 -4.1350 0.003 -0.004 -0.014
C 1.9548 -3.4729 -3.7231 -0.001 0.022 -0.021
C 2.4242 -3.5996 -2.4269 -0.015 -0.041 -0.037
C 2.3243 -2.5527 -1.5180 0.015 0.045 0.068
C 2.9082 -2.7071 -0.1261 0.011 -0.107 -0.030
C 4.4384 -2.6339 -0.1902 -0.042 0.064 -0.031
C 2.4614 -4.0048 0.5523 -0.006 0.085 -0.036
C 1.7354 -1.3542 -1.9465 0.009 -0.036 -0.091
N 1.5774 -0.2801 -1.0169 1.129 0.138 -0.415
C 2.6785 0.4723 -0.7509 -0.079 -0.015 -0.191
O 3.7609 0.4467 -1.3114 0.058 0.033 0.110
C 2.3891 1.4142 0.3821 -0.247 0.021 0.078
C 3.3061 2.2368 0.9968 0.112 0.066 -0.003
C 2.8749 3.0623 2.0302 -0.055 -0.090 -0.078
C 1.5419 3.0261 2.4206 0.019 0.178 0.055
C 0.6833 2.1653 1.7684 0.104 -0.205 -0.155
N 1.1059 1.3705 0.7742 2.022 1.739 1.487
C -0.7362 1.8901 2.1729 -0.206 -0.158 0.004
O -1.2684 2.5131 3.0763 0.095 0.042 0.015
N -1.2489 0.8366 1.4660 -0.260 0.476 0.837
C -2.2791 0.1151 2.1695 -0.055 -0.006 0.089
C -1.8633 -0.7746 3.1816 0.081 0.031 0.001
C -2.8175 -1.5234 3.8588 -0.050 0.019 0.003
C -4.1647 -1.3897 3.5768 0.034 0.004 -0.011
C -4.5632 -0.4807 2.6158 -0.023 -0.028 0.006
C -3.6444 0.2872 1.9031 -0.068 -0.032 -0.075
C -4.2299 1.2382 0.8687 0.113 0.004 -0.045
C -4.1904 0.6137 -0.5386 -0.066 -0.013 0.106
C -3.6805 2.6668 0.9122 -0.040 -0.023 0.011
C -0.4148 -0.8821 3.6305 -0.046 -0.051 0.090
C 0.0401 -2.3302 3.8398 -0.016 0.053 -0.060
C -0.2130 -0.0784 4.9242 -0.004 0.038 -0.070
H -0.9809 0.9537 -4.7886 -0.014 0.006 -0.021
H -1.3086 -0.5987 -3.9878 -0.006 -0.008 -0.012
H -0.3926 -0.5413 -5.4942 -0.018 -0.008 -0.001
H 0.5217 0.7324 -2.8679 0.050 -0.026 -0.043
H 2.0721 0.2882 -5.4469 0.007 0.017 -0.005
H 2.7058 0.9913 -3.9548 0.024 0.016 -0.010
H 1.4441 1.8409 -4.8789 0.009 0.009 -0.014
H 1.0358 -2.1801 -5.1545 0.008 0.003 -0.008
H 2.0436 -4.2995 -4.4167 -0.009 -0.006 0.006
H 2.8863 -4.5302 -2.1208 -0.004 0.007 0.023
H 2.5473 -1.8794 0.4841 -0.028 0.015 0.014
H 4.8297 -3.4635 -0.7837 0.016 -0.019 0.016
H 4.8680 -2.6992 0.8117 0.005 -0.011 0.006
H 4.7634 -1.7022 -0.6540 0.008 -0.031 0.024
H 2.9121 -4.8772 0.0752 -0.011 -0.016 0.007
H 1.3775 -4.1129 0.5172 -0.024 -0.006 0.028
H 2.7680 -4.0040 1.5997 0.017 -0.018 -0.002
H 4.3331 2.2131 0.6595 -0.002 0.001 -0.017
H 3.5755 3.7149 2.5333 -0.006 0.006 0.017
H 1.1582 3.6298 3.2314 -0.028 -0.011 -0.008
H -2.5034 -2.2095 4.6352 0.026 -0.004 -0.005
H -4.8978 -1.9757 4.1162 -0.010 0.006 -0.006
H -5.6196 -0.3500 2.4113 -0.004 0.010 -0.013
H -5.2847 1.3291 1.1360 -0.011 0.029 0.022
H -3.2782 0.0409 -0.6998 -0.064 0.035 -0.038
H -4.2832 1.3795 -1.3138 -0.025 -0.007 -0.018
H -5.0162 -0.0875 -0.6660 0.018 -0.022 0.004
H -2.6660 2.7551 0.5220 -0.043 0.055 0.066
H -3.6505 3.0348 1.9368 0.028 0.020 -0.001
H -4.3261 3.3228 0.3241 0.012 -0.001 -0.019
H 0.2243 -0.4537 2.8604 -0.018 0.001 -0.069
H -0.3695 -2.7457 4.7624 -0.008 -0.022 -0.003
H 1.1284 -2.3691 3.9176 -0.002 -0.003 0.037
H -0.2604 -2.9633 3.0061 0.027 -0.001 -0.016
H -0.7665 -0.5440 5.7428 0.011 -0.010 0.015
H -0.5712 0.9458 4.8200 0.024 -0.014 -0.007
H 0.8447 -0.0537 5.1970 -0.003 -0.029 0.025
N 1.1631 3.2687 -1.4990 -0.096 0.088 -0.129
C -0.1956 3.8017 -1.4600 0.072 -0.021 -0.042
C -1.1490 2.8448 -2.1515 0.271 0.068 0.049
N -1.2430 1.5482 -1.4604 -0.106 0.071 0.006
H 1.8002 3.8373 -0.9560 -0.006 0.037 0.003
H 1.5178 3.2419 -2.4481 0.010 0.019 -0.033
H -0.2994 4.7806 -1.9443 -0.023 0.030 0.051
H -0.4901 3.9262 -0.4139 0.003 -0.008 0.016
H -0.7782 2.6654 -3.1631 -0.051 -0.039 -0.016
H -2.1401 3.2993 -2.2332 0.025 0.029 -0.044
H -1.6266 0.8595 -2.1039 -0.068 0.016 0.031
H -1.9307 1.6381 -0.7133 -0.136 0.029 -0.202
O -1.4082 -1.2322 -1.0320 -0.016 -0.166 0.011
C -0.9853 -2.0774 -0.1888 -0.161 -0.451 0.024
O -0.1345 -1.7495 0.6774 -0.129 -0.563 0.276
H -1.3704 -3.1047 -0.2110 0.020 0.007 -0.010
```
Forces are in eV/Å.



Molecular formula: C24H22BNO7S4Zr
Method: DFT, the ωB97M-V functional and the def2-TZVPD basis

Summary:
- Strongest force on any atom: 0.030 hartree/bohr
- Net charge: -2
- Gap between HOMO and LUMO: 4.843 eV
- Energy: -3174.1807 Ha
- LUMO level: 4.2 eV

XYZ file:
```
60
Properties=species:S:1:pos:R:3:forces:R:3
Zr -0.2257 -0.4378 -0.4424 0.696 0.260 1.376
O 4.0239 1.5744 5.1274 0.173 -0.241 -0.045
C 3.3785 1.1609 4.1819 -0.318 0.520 0.112
S 3.6913 1.5921 2.5050 0.107 -0.087 0.023
C 2.3351 0.7373 1.7816 -0.009 0.080 -0.413
C 1.5153 0.1006 2.6275 -0.473 -0.177 -0.015
S 0.0793 -0.8207 2.2160 0.360 0.004 -0.285
S 1.9060 0.2119 4.3346 0.124 -0.087 0.077
S 2.1815 0.8125 0.0416 -0.111 -0.120 0.126
O 1.4961 2.4507 -3.3250 0.214 0.064 0.101
C 0.8378 1.4548 -3.4667 -0.673 -0.253 -0.388
N 0.2413 0.6461 -2.5155 0.278 0.141 0.094
C -0.4554 -0.3218 -3.1147 -0.041 -0.003 -0.318
O -1.0744 -1.1527 -2.4288 -0.250 -0.285 -0.621
C -0.3642 -0.2221 -4.6163 -0.146 -0.157 0.570
C -0.8896 -0.9762 -5.6415 0.091 0.173 -0.168
C -0.5823 -0.5604 -6.9403 -0.090 -0.114 0.102
C 0.2121 0.5590 -7.1679 0.076 0.122 0.006
C 0.7330 1.3095 -6.1100 -0.133 -0.220 -0.085
C 0.4248 0.8849 -4.8371 0.397 0.340 0.218
H -1.5087 -1.8403 -5.4415 -0.003 -0.011 -0.020
H -0.9712 -1.1178 -7.7842 0.018 0.013 -0.015
H 0.4322 0.8528 -8.1878 -0.020 -0.016 -0.007
H 1.3533 2.1810 -6.2727 0.008 0.005 0.004
C -1.8711 5.0879 -0.3406 -0.014 0.127 0.019
C -0.7872 4.1012 0.0604 0.015 -0.050 -0.031
C 0.5667 4.5432 -0.4868 0.061 0.036 -0.008
O -1.0843 2.8330 -0.5282 0.165 -0.321 0.173
B -0.6140 1.7940 0.3402 -0.293 0.745 -0.240
O -0.3536 2.3940 1.5824 -0.089 -0.294 -0.100
C -0.7420 3.7626 1.5764 0.093 0.056 -0.019
C 0.2953 4.5403 2.3737 -0.011 0.057 0.031
C -2.1069 3.8587 2.2496 -0.112 -0.024 0.055
H -1.8156 5.2749 -1.4150 0.006 -0.037 0.000
H -1.7431 6.0452 0.1763 0.015 -0.020 -0.004
H -2.8620 4.6977 -0.1104 0.010 -0.014 -0.010
H 0.5046 4.5879 -1.5753 0.013 -0.028 0.004
H 1.3358 3.8103 -0.2328 -0.027 -0.007 -0.024
H 0.8672 5.5251 -0.1076 -0.040 -0.004 0.005
H 1.2981 4.3265 2.0074 -0.006 -0.010 0.007
H 0.2484 4.2301 3.4194 0.007 -0.007 -0.008
H 0.1211 5.6208 2.3246 -0.038 -0.023 -0.015
H -2.8484 3.2660 1.7103 0.038 -0.005 -0.033
H -2.4591 4.8923 2.3174 0.020 -0.003 0.017
H -2.0250 3.4476 3.2571 0.013 -0.001 -0.007
C -5.3534 -0.5473 0.3953 0.005 -0.010 0.005
C -4.5002 -1.4558 1.0092 -0.003 0.037 -0.020
C -3.1250 -1.3665 0.8164 0.075 0.002 0.075
C -2.5265 -0.3677 0.0319 0.041 -0.089 -0.124
C -3.4243 0.5306 -0.5674 0.015 0.069 -0.040
C -4.8039 0.4484 -0.4033 0.006 -0.021 0.046
H -6.4271 -0.6095 0.5425 -0.001 -0.003 -0.006
H -4.9057 -2.2400 1.6421 -0.011 -0.002 -0.005
H -2.4934 -2.1036 1.3038 -0.005 -0.005 -0.010
H -3.0343 1.3478 -1.1692 0.013 -0.019 -0.009
H -5.4513 1.1744 -0.8874 0.002 0.001 -0.004
O -0.4140 -2.7633 -0.0884 0.015 -0.196 0.049
C 0.7417 -2.9469 -0.5515 -0.445 0.189 -0.128
O 1.3627 -2.0464 -1.1658 0.212 -0.058 -0.039
H 1.2257 -3.9274 -0.4038 -0.018 -0.018 -0.031
```
Forces are in eV/Å.